No. 1
ORCA calculation (ωB97M-V with the def2-TZVPD basis set) on a structure of composition C37H46AsCsN4O10SSi.

LUMO energy ... 3.60 eV
Largest force on an atom ... 2.4 eV/Å
Energy above the lowest of the compared OMol25 structures with the same formula, charge and spin ... 0.900 eV
E_tot ... -5352.71825 hartree
Total charge ... -2
Gap between HOMO and LUMO ... 6.10 eV

Last column: Löwdin charge in e.
Element x y z (Å)
1 Cs 1.20 -1.06 -1.36  1.500
2 C 3.99 1.73 3.41  -0.040
3 N 2.63 1.54 3.88  -0.146
4 C 2.45 1.00 5.21  -0.073
5 C 1.61 1.63 2.96  -0.396
6 O 1.82 2.06 1.84  0.048
7 C 0.26 1.17 3.52  -0.140
8 O -0.73 0.99 2.55  -0.076
9 C -1.90 0.56 3.19  -0.142
10 C -2.96 0.16 2.18  -0.429
11 O -2.88 0.42 1.00  0.093
12 N -4.06 -0.47 2.70  -0.154
13 C -5.01 -1.08 1.80  -0.046
14 C -4.24 -0.73 4.12  -0.064
15 H 4.39 2.70 3.72  0.085
16 H 4.00 1.67 2.32  0.049
17 H 4.63 0.93 3.80  0.088
18 H 3.34 1.23 5.80  0.082
19 H 2.32 -0.09 5.20  0.092
20 H 1.59 1.45 5.71  0.080
21 H -0.05 1.93 4.26  0.135
22 H 0.41 0.23 4.06  0.098
23 H -2.31 1.39 3.80  0.136
24 H -1.70 -0.28 3.86  0.116
25 H -4.65 -0.95 0.78  0.086
26 H -5.99 -0.61 1.90  0.083
27 H -5.10 -2.15 2.01  0.089
28 H -4.01 0.16 4.71  0.083
29 H -3.64 -1.55 4.48  0.069
30 H -5.29 -0.97 4.29  0.084
31 O 2.27 2.13 -1.08  -0.415
32 As 3.65 1.06 -0.59  1.005
33 O 3.85 0.24 -2.36  -0.343
34 O 2.97 -0.19 0.24  -0.877
35 C 3.86 1.01 -3.44  -0.390
36 C 4.65 2.17 -3.53  -0.050
37 C 4.70 2.92 -4.70  -0.123
38 C 3.97 2.54 -5.82  -0.128
39 C 3.16 1.42 -5.73  -0.082
40 C 3.09 0.67 -4.57  -0.182
41 S 1.85 -0.63 -4.47  0.376
42 O 2.48 -1.82 -3.90  -0.433
43 O 1.38 -0.82 -5.83  -0.369
44 O 0.84 -0.06 -3.57  -0.674
45 H 1.59 1.96 -0.41  -0.040
46 H 5.20 2.48 -2.65  0.085
47 H 5.31 3.81 -4.73  0.086
48 H 4.02 3.12 -6.73  0.079
49 H 2.53 1.11 -6.56  0.097
50 C -0.07 -4.88 3.85  -0.104
51 C -0.41 -3.76 2.86  -0.589
52 C -1.91 -3.47 2.92  -0.105
53 C 0.35 -2.50 3.27  -0.107
54 Si 0.01 -3.99 0.99  0.368
55 O -0.28 -2.67 0.21  -0.547
56 C -0.97 -5.49 0.27  -0.184
57 C -1.44 -6.63 0.92  -0.108
58 C -2.07 -7.66 0.23  -0.122
59 C -2.26 -7.57 -1.14  -0.128
60 C -1.81 -6.44 -1.81  -0.099
61 C -1.18 -5.42 -1.11  -0.081
62 C 1.78 -4.68 0.85  -0.188
63 C 2.68 -4.02 0.01  -0.085
64 C 3.95 -4.51 -0.24  -0.075
65 C 4.36 -5.69 0.37  -0.118
66 C 3.48 -6.38 1.20  -0.117
67 C 2.21 -5.88 1.43  -0.110
68 H -0.32 -4.56 4.87  0.071
69 H 1.00 -5.11 3.83  0.064
70 H -0.62 -5.79 3.65  0.053
71 H -2.22 -3.20 3.94  0.065
72 H -2.50 -4.34 2.60  0.074
73 H -2.13 -2.65 2.23  0.070
74 H 0.05 -2.18 4.28  0.073
75 H 0.15 -1.70 2.56  0.071
76 H 1.43 -2.67 3.27  0.088
77 H -1.30 -6.73 1.99  0.073
78 H -2.43 -8.53 0.77  0.085
79 H -2.75 -8.37 -1.68  0.084
80 H -1.95 -6.36 -2.88  0.094
81 H -0.84 -4.53 -1.64  0.103
82 H 2.37 -3.09 -0.47  -0.011
83 H 4.61 -3.98 -0.91  0.106
84 H 5.36 -6.08 0.19  0.086
85 H 3.79 -7.31 1.67  0.085
86 H 1.53 -6.44 2.06  0.086
87 N -1.38 4.49 -1.39  0.115
88 C -1.13 3.32 -0.71  -0.128
89 N -0.31 3.48 0.28  0.141
90 C 0.04 4.81 0.26  -0.225
91 C 0.93 5.52 1.07  -0.008
92 C 1.11 6.87 0.82  -0.114
93 C 0.42 7.52 -0.21  -0.125
94 C -0.46 6.83 -1.03  -0.043
95 C -0.63 5.47 -0.79  -0.204
96 H -1.92 4.58 -2.23  0.146
97 H -1.59 2.38 -0.96  0.134
98 H 1.48 4.99 1.84  0.107
99 H 1.81 7.43 1.43  0.088
100 H 0.58 8.57 -0.38  0.086
101 H -0.98 7.34 -1.84  0.097

---

No. 2
ORCA calculation (ωB97M-V with the def2-TZVPD basis set) on a structure of composition C37H46ClLaN7O6SSi2.

LUMO energy ... -3.11 eV
Largest force on an atom ... 1.9 eV/Å
Energy above the lowest of the compared OMol25 structures with the same formula, charge and spin ... 0.000 eV
E_tot ... -3741.32210 hartree
Total charge ... +1
Gap between HOMO and LUMO ... 7.09 eV

Last column: Löwdin charge in e.
Element x y z (Å)
1 La -0.19 -0.17 -0.97  1.908
2 O 0.34 0.64 6.55  -0.045
3 C -0.51 -0.32 5.97  -0.202
4 C -0.26 -0.38 4.49  -0.156
5 C -0.78 -1.42 3.72  0.011
6 C -0.57 -1.41 2.36  -0.152
7 N 0.13 -0.47 1.73  0.004
8 C 0.67 0.52 2.46  -0.218
9 C 0.48 0.59 3.84  0.063
10 C 1.50 1.52 1.75  -0.189
11 C 2.29 2.43 2.43  0.054
12 C 3.09 3.32 1.71  -0.172
13 C 3.97 4.30 2.45  -0.206
14 O 3.27 4.96 3.48  -0.032
15 C 3.08 3.23 0.33  0.011
16 C 2.27 2.29 -0.28  -0.147
17 N 1.48 1.46 0.41  0.012
18 H 0.16 0.69 7.49  0.104
19 H -1.56 -0.07 6.13  0.141
20 H -0.34 -1.32 6.40  0.135
21 H -1.35 -2.22 4.17  0.128
22 H -0.95 -2.21 1.74  0.057
23 H 0.89 1.40 4.42  0.116
24 H 2.31 2.47 3.50  0.128
25 H 4.43 5.00 1.75  0.130
26 H 4.77 3.75 2.95  0.133
27 H 2.64 5.57 3.08  0.103
28 H 3.70 3.88 -0.28  0.126
29 H 2.25 2.18 -1.36  0.116
30 C -2.93 1.17 1.87  -0.157
31 Si -3.66 0.23 0.39  0.441
32 C -5.51 0.60 0.44  -0.171
33 C -3.54 -1.65 0.70  -0.173
34 C -2.65 0.64 -1.12  -0.532
35 C -2.28 2.08 -1.20  -0.452
36 C -3.18 3.15 -1.13  -0.025
37 C -2.75 4.44 -1.28  -0.037
38 C -1.39 4.68 -1.50  -0.052
39 C -0.55 3.59 -1.52  -0.134
40 N -0.96 2.34 -1.37  -0.022
41 Si -3.34 0.10 -2.78  0.437
42 C -3.19 -1.79 -2.88  -0.170
43 C -2.35 0.88 -4.17  -0.154
44 C -5.13 0.58 -3.13  -0.161
45 H -3.08 0.64 2.80  0.030
46 H -3.41 2.14 1.97  0.036
47 H -1.86 1.36 1.77  0.007
48 H -5.89 0.36 1.42  0.037
49 H -6.07 0.02 -0.28  0.015
50 H -5.73 1.65 0.26  0.026
51 H -3.51 -1.88 1.76  0.027
52 H -2.66 -2.10 0.24  -0.021
53 H -4.41 -2.16 0.29  0.032
54 H -4.23 2.93 -0.98  0.104
55 H -3.45 5.26 -1.25  0.116
56 H -1.01 5.68 -1.64  0.106
57 H 0.51 3.73 -1.68  0.096
58 H -2.17 -2.12 -2.67  -0.005
59 H -3.43 -2.15 -3.88  0.044
60 H -3.87 -2.28 -2.18  0.026
61 H -1.32 0.54 -4.23  0.011
62 H -2.34 1.97 -4.08  0.036
63 H -2.82 0.65 -5.13  0.040
64 H -5.85 0.10 -2.49  0.012
65 H -5.37 0.32 -4.16  0.034
66 H -5.27 1.66 -3.03  0.031
67 O 4.02 -0.57 -5.48  0.133
68 C 4.80 -0.48 -4.41  -0.503
69 O 5.99 -0.38 -4.47  0.094
70 C 4.10 -0.56 -3.09  -0.032
71 C 4.73 -0.57 -1.85  -0.557
72 Cl 6.37 -0.63 -1.43  0.851
73 N 3.76 -0.62 -0.90  -0.063
74 N 2.54 -0.66 -1.47  0.058
75 C 2.74 -0.61 -2.78  -0.141
76 C 1.55 -0.61 -3.69  -0.512
77 O 1.72 -0.57 -4.90  0.126
78 O 0.42 -0.65 -3.09  -0.277
79 C 3.90 -0.67 0.51  -0.220
80 C 4.67 0.28 1.16  -0.049
81 C 4.77 0.23 2.54  -0.065
82 C 4.09 -0.75 3.26  -0.064
83 C 3.33 -1.69 2.59  -0.064
84 C 3.23 -1.67 1.21  -0.018
85 H 3.06 -0.67 -5.24  -0.008
86 H 5.18 1.05 0.60  0.108
87 H 5.37 0.95 3.06  0.111
88 H 4.17 -0.78 4.34  0.111
89 H 2.81 -2.46 3.14  0.112
90 H 2.66 -2.41 0.68  0.061
91 C -0.32 -7.01 -1.80  -0.060
92 N 0.22 -5.76 -1.31  -0.051
93 C -0.46 -4.62 -1.21  -0.838
94 N -1.74 -4.59 -1.58  0.144
95 S 0.32 -3.25 -0.57  0.607
96 H 0.48 -7.74 -1.83  0.096
97 H -0.70 -6.90 -2.82  0.094
98 H -1.11 -7.38 -1.15  0.096
99 H 1.18 -5.73 -0.99  0.126
100 H -2.19 -5.37 -2.02  0.108
101 H -2.23 -3.70 -1.58  0.047

---

No. 3
ORCA calculation (ωB97M-V with the def2-TZVPD basis set) on a structure of composition C37H46ClN3O4SSi2Ta.

LUMO energy ... -9.46 eV
Largest force on an atom ... 0.4 eV/Å
Energy above the lowest of the compared OMol25 structures with the same formula, charge and spin ... 0.000 eV
E_tot ... -3396.38749 hartree
Total charge ... +3
Gap between HOMO and LUMO ... 4.81 eV

Last column: Löwdin charge in e.
Element x y z (Å)
1 Ta -0.04 -0.31 -0.02  1.940
2 C 4.55 -0.64 2.10  -0.148
3 Si 3.30 -0.30 0.76  0.533
4 C 3.57 1.38 0.02  -0.146
5 C 3.43 -1.73 -0.45  -0.138
6 C 1.40 -0.31 1.43  -0.444
7 C 1.01 -1.72 1.82  -0.391
8 C 1.61 -2.57 2.74  0.020
9 C 1.09 -3.84 2.89  0.034
10 C 0.01 -4.27 2.11  0.008
11 C -0.55 -3.39 1.23  -0.067
12 N -0.06 -2.13 1.12  -0.064
13 Si 1.12 0.98 2.88  0.497
14 C -0.23 0.26 3.97  -0.154
15 C 0.72 2.64 2.10  -0.165
16 C 2.58 1.23 4.00  -0.158
17 H 5.49 -0.74 1.56  0.064
18 H 4.40 -1.59 2.61  0.040
19 H 4.68 0.15 2.83  0.027
20 H 4.52 1.37 -0.52  0.061
21 H 3.65 2.15 0.79  0.039
22 H 2.80 1.68 -0.70  0.026
23 H 4.33 -2.30 -0.20  0.062
24 H 3.54 -1.39 -1.47  0.034
25 H 2.60 -2.45 -0.40  0.040
26 H 2.45 -2.23 3.32  0.120
27 H 1.54 -4.52 3.61  0.140
28 H -0.38 -5.27 2.20  0.133
29 H -1.37 -3.66 0.58  0.130
30 H -0.97 -0.38 3.50  0.017
31 H -0.76 1.07 4.49  0.051
32 H 0.25 -0.33 4.75  0.054
33 H 0.18 2.62 1.15  -0.007
34 H 1.66 3.16 1.90  0.048
35 H 0.16 3.27 2.79  0.057
36 H 3.00 0.30 4.39  0.046
37 H 2.19 1.79 4.86  0.064
38 H 3.38 1.83 3.57  0.045
39 O -0.56 1.40 -0.83  -0.626
40 S -1.89 2.12 -1.37  1.190
41 C -1.21 3.36 -2.41  -0.401
42 C 0.05 3.23 -2.99  -0.071
43 C 0.49 4.25 -3.81  -0.028
44 C -0.32 5.36 -4.05  -0.014
45 C -1.57 5.47 -3.45  -0.026
46 C -2.02 4.47 -2.61  -0.059
47 C -2.58 0.90 -2.44  -0.399
48 C -2.00 0.57 -3.66  -0.051
49 C -2.61 -0.39 -4.44  -0.032
50 C -3.79 -1.00 -4.00  -0.012
51 C -4.36 -0.66 -2.79  -0.030
52 C -3.76 0.31 -1.99  -0.076
53 H 0.68 2.37 -2.79  0.106
54 H 1.47 4.19 -4.27  0.125
55 H 0.04 6.15 -4.69  0.129
56 H -2.18 6.35 -3.63  0.129
57 H -2.99 4.56 -2.13  0.122
58 H -1.12 1.09 -4.01  0.121
59 H -2.20 -0.65 -5.41  0.129
60 H -4.27 -1.74 -4.63  0.130
61 H -5.29 -1.12 -2.47  0.127
62 H -4.21 0.61 -1.05  0.110
63 C -4.14 1.93 3.17  0.050
64 N -3.45 0.95 2.32  -0.071
65 C -3.84 -0.36 2.14  0.008
66 C -2.89 -0.94 1.37  -0.090
67 N -1.92 0.01 1.07  -0.099
68 C -2.32 1.14 1.67  -0.171
69 H -5.21 1.74 3.13  0.111
70 H -3.94 2.93 2.80  0.108
71 H -3.79 1.84 4.20  0.111
72 H -4.74 -0.76 2.57  0.151
73 H -2.85 -1.94 1.00  0.109
74 H -1.78 2.08 1.68  0.126
75 C 3.99 0.43 -4.99  -0.020
76 C 4.33 -1.00 -4.65  -0.195
77 C 5.62 -1.49 -4.78  -0.041
78 C 5.91 -2.81 -4.47  -0.662
79 Cl 7.53 -3.38 -4.63  0.727
80 C 4.92 -3.66 -4.03  -0.086
81 C 3.62 -3.19 -3.89  -0.019
82 C 3.34 -1.87 -4.19  -0.217
83 O 2.07 -1.29 -4.07  -0.024
84 C 1.04 -1.97 -3.48  -0.088
85 C 0.68 -1.37 -2.16  -0.487
86 O -0.31 -1.81 -1.45  -0.077
87 O 1.26 -0.35 -1.66  -0.101
88 H 4.89 0.97 -5.28  0.089
89 H 3.54 0.94 -4.14  0.072
90 H 3.28 0.47 -5.82  0.093
91 H 6.40 -0.84 -5.13  0.123
92 H 5.15 -4.70 -3.80  0.116
93 H 2.87 -3.89 -3.54  0.108
94 H 1.18 -3.05 -3.34  0.145
95 H 0.13 -1.87 -4.08  0.160